{
  "formula": "C63H69AuGe2N3S5",
  "method": "wB97M-V/def2-TZVPD",
  "e_tot_ha": -8886.83827,
  "max_force_ev_per_a": 0.6,
  "charge": 1,
  "elements": ["Au", "C", "C", "C", "C", "C", "C", "C", "C", "C", "C", "C", "C", "C", "C", "C", "Ge", "S", "S", "Ge", "S", "S", "C", "C", "C", "C", "C", "C", "C", "C", "C", "C", "C", "C", "C", "C", "C", "C", "C", "C", "C", "C", "C", "C", "C", "C", "C", "C", "C", "C", "C", "C", "C", "C", "C", "H", "H", "H", "H", "H", "H", "H", "H", "H", "H", "H", "H", "H", "H", "H", "H", "H", "H", "H", "H", "H", "H", "H", "H", "H", "H", "H", "H", "H", "H", "H", "H", "H", "H", "H", "H", "H", "H", "H", "H", "H", "H", "H", "H", "H", "H", "H", "H", "H", "H", "N", "C", "S", "C", "C", "C", "N", "C", "C", "H", "H", "H", "H", "H", "H", "C", "N", "C", "C", "C", "C", "C", "C", "C", "C", "H", "H", "H", "H", "H", "H", "H", "H", "H", "H", "H", "H", "H"],
  "positions_angstrom": [[0.34149, -0.13333, -0.51372], [-4.15710, 4.24884, 0.42836], [-4.30016, 2.92317, -0.27578], [-4.41983, 1.73394, 0.43703], [-4.59718, 0.51573, -0.20260], [-4.70954, -0.75309, 0.59645], [-4.68037, 0.48919, -1.60108], [-4.54169, 1.66969, -2.33834], [-4.63125, 1.69751, -3.84505], [-4.33773, 2.86748, -1.65906], [-5.09723, -0.76919, -2.29602], [-6.46582, -0.88976, -2.53057], [-6.97979, -1.98850, -3.19273], [-6.12134, -2.99189, -3.60357], [-4.74738, -2.90659, -3.38325], [-4.22533, -1.77663, -2.73198], [-2.28274, -1.51674, -2.58809], [-1.77453, 0.30676, -1.39002], [-0.95184, -3.13383, -1.76860], [0.38838, -2.34382, -3.41476], [1.46074, -0.60436, -2.55468], [-1.28849, -1.45940, -4.60439], [1.73521, -3.47090, -4.30757], [2.00052, -3.32302, -5.67646], [3.06203, -4.02724, -6.24083], [3.83297, -4.88910, -5.48399], [3.55215, -5.05696, -4.13870], [2.52457, -4.34172, -3.53244], [2.32980, -4.52551, -2.06340], [3.18399, -3.88109, -1.16703], [4.34888, -3.05933, -1.65355], [2.99989, -4.08175, 0.19842], [2.01397, -4.92622, 0.68739], [1.84425, -5.15383, 2.16722], [1.20946, -5.59779, -0.22619], [1.35576, -5.41836, -1.59397], [0.50395, -6.19408, -2.56241], [1.16435, -2.47514, -6.57961], [1.33473, -1.09537, -6.66821], [2.42233, -0.36119, -5.92588], [0.49026, -0.36559, -7.50540], [-0.49265, -0.97294, -8.26458], [-1.40723, -0.17130, -9.15132], [-0.59865, -2.36175, -8.21362], [0.21789, -3.12147, -7.39548], [0.10819, -4.62397, -7.39780], [-3.96661, -4.10845, -3.79821], [-3.68095, -4.33389, -5.14275], [-3.97946, -3.31439, -6.21240], [-3.13043, -5.55705, -5.51379], [-2.85052, -6.54681, -4.58686], [-2.27776, -7.87583, -5.00326], [-3.14289, -6.29707, -3.24904], [-3.71523, -5.10370, -2.84108], [-4.11866, -4.91539, -1.40046], [-4.44313, 4.17000, 1.47737], [-4.78503, 5.00672, -0.03982], [-3.12498, 4.60608, 0.38689], [-4.40655, 1.76056, 1.52241], [-4.80214, -0.53358, 1.66004], [-3.82156, -1.37678, 0.45259], [-5.57134, -1.34767, 0.28954], [-4.78371, 0.70807, -4.26882], [-3.71565, 2.11142, -4.27197], [-5.46040, 2.33079, -4.16584], [-4.23795, 3.78372, -2.23391], [-7.12050, -0.09346, -2.19682], [-8.04202, -2.06483, -3.38750], [-6.50624, -3.87399, -4.10120], [3.27282, -3.89170, -7.29532], [4.65236, -5.42956, -5.94105], [4.13975, -5.74147, -3.53737], [4.10822, -2.50624, -2.56045], [5.20046, -3.70832, -1.87339], [4.66495, -2.35232, -0.88658], [3.66141, -3.57671, 0.89645], [2.53753, -4.54030, 2.74453], [2.03277, -6.19800, 2.42156], [0.82662, -4.92089, 2.48802], [0.45070, -6.28338, 0.13796], [-0.14994, -6.88484, -2.03128], [1.12740, -6.76581, -3.25317], [-0.12522, -5.53256, -3.16059], [3.11231, -1.04118, -5.42760], [1.99659, 0.29881, -5.16770], [2.99211, 0.25844, -6.62059], [0.61258, 0.71203, -7.55605], [-1.29319, 0.89709, -8.97204], [-2.45085, -0.43779, -8.97655], [-1.19331, -0.36206, -10.20489], [-1.33523, -2.86185, -8.83541], [-0.67116, -4.95014, -8.08478], [-0.12213, -5.00628, -6.40184], [1.04481, -5.08553, -7.71245], [-4.22728, -2.34072, -5.79477], [-4.81906, -3.64068, -6.83133], [-3.11070, -3.19106, -6.86112], [-2.93569, -5.73721, -6.56498], [-2.18892, -7.94910, -6.08643], [-2.91161, -8.69378, -4.65730], [-1.28577, -8.02832, -4.57099], [-2.94936, -7.06956, -2.51136], [-3.93530, -5.82536, -0.82973], [-5.17923, -4.66743, -1.32023], [-3.55948, -4.10537, -0.92948], [6.68177, 1.28895, 2.37478], [5.53506, 0.94028, 2.98427], [5.30157, 1.12444, 4.59935], [4.43688, 0.45689, 2.09231], [4.37857, 0.79973, 0.74662], [3.28055, 0.42590, -0.01169], [2.25635, -0.25940, 0.50420], [2.34039, -0.65003, 1.78340], [3.40256, -0.32400, 2.59583], [7.45996, 1.51948, 2.97314], [6.90750, 0.92167, 1.46356], [5.16061, 1.37787, 0.27302], [3.21770, 0.65285, -1.06823], [1.52468, -1.26182, 2.14721], [3.44749, -0.68137, 3.61520], [-0.32325, 4.85088, 2.40312], [0.50212, 3.64398, 2.09854], [1.08177, 3.06626, 3.35036], [-0.24358, 2.65208, 1.19598], [-0.83776, 1.43920, 1.85781], [-1.66801, 1.56686, 2.97583], [-2.22718, 0.45632, 3.57933], [-2.01242, -0.79830, 3.02323], [-1.27534, -0.91511, 1.85593], [-0.64913, 0.18826, 1.27273], [0.24638, 5.52467, 3.03796], [-1.22599, 4.53676, 2.91802], [-0.59025, 5.34703, 1.47386], [1.29436, 3.96394, 1.54489], [0.28385, 2.79346, 4.02922], [1.72964, 3.81428, 3.80102], [1.66009, 2.17782, 3.10115], [0.47120, 2.33061, 0.43960], [-1.01367, 3.23890, 0.69437], [-1.90364, 2.54425, 3.38361], [-2.84905, 0.57025, 4.45755], [-2.44731, -1.67812, 3.48047], [-1.18398, -1.88903, 1.38516]]
}

=====

{
  "formula": "C63H74I2N8O22P2",
  "method": "wB97M-V/def2-TZVPD",
  "e_tot_ha": -5815.76087,
  "smiles": "CCOCCOCCOCP(C)(I)(I)CCCP(=O)(OCC)OCC.O=[N+]([O-])c1ccccc1.O=[N+]([O-])c1ccccc1.O=[N+]([O-])c1ccccc1.O=[N+]([O-])c1ccccc1.O=[N+]([O-])c1ccccc1.O=[N+]([O-])c1ccccc1.O=[N+]([O-])c1ccccc1.O=[N+]([O-])c1ccccc1",
  "max_force_ev_per_a": 1.5,
  "charge": 0,
  "elements": ["C", "C", "O", "C", "C", "O", "C", "C", "O", "C", "P", "C", "I", "I", "C", "C", "C", "P", "O", "O", "C", "C", "O", "C", "C", "H", "H", "H", "H", "H", "H", "H", "H", "H", "H", "H", "H", "H", "H", "H", "H", "H", "H", "H", "H", "H", "H", "H", "H", "H", "H", "H", "H", "H", "H", "H", "H", "H", "H", "O", "N", "O", "C", "C", "C", "C", "C", "C", "H", "H", "H", "H", "H", "O", "N", "O", "C", "C", "C", "C", "C", "C", "H", "H", "H", "H", "H", "O", "N", "O", "C", "C", "C", "C", "C", "C", "H", "H", "H", "H", "H", "O", "N", "O", "C", "C", "C", "C", "C", "C", "H", "H", "H", "H", "H", "O", "N", "O", "C", "C", "C", "C", "C", "C", "H", "H", "H", "H", "H", "O", "N", "O", "C", "C", "C", "C", "C", "C", "H", "H", "H", "H", "H", "O", "N", "O", "C", "C", "C", "C", "C", "C", "H", "H", "H", "H", "H", "O", "N", "O", "C", "C", "C", "C", "C", "C", "H", "H", "H", "H", "H"],
  "positions_angstrom": [[0.29307, -2.08367, -0.83065], [0.01364, -0.61701, -0.49774], [-0.20261, 0.15881, -1.67465], [0.73681, 1.20440, -1.80148], [0.50170, 2.05318, -3.06196], [-0.47896, 1.53620, -3.93054], [-0.05187, 1.07553, -5.19106], [-0.01745, -0.45193, -5.22672], [1.29713, -0.93401, -5.51492], [1.33355, -2.18273, -6.14492], [2.93961, -3.03554, -5.59409], [3.97997, -1.67368, -6.27417], [1.94071, -3.08060, -3.28438], [2.29648, -4.84752, -7.26777], [4.38252, -4.11960, -5.00542], [5.64130, -3.42250, -4.47718], [5.47226, -2.49487, -3.25419], [6.98748, -1.54186, -3.00595], [8.09360, -2.40186, -2.55317], [6.70828, -0.38128, -1.94417], [5.44261, 0.30401, -1.80857], [5.66975, 1.80263, -1.61860], [7.36447, -0.86530, -4.40587], [6.78213, 0.38102, -4.82651], [7.00597, 0.57136, -6.32799], [-0.13773, -2.72478, -0.05648], [1.36544, -2.29694, -0.89750], [-0.17215, -2.34793, -1.78648], [-0.86459, -0.59278, 0.14570], [0.86011, -0.20565, 0.06739], [0.70408, 1.85745, -0.91751], [1.74544, 0.76311, -1.85565], [0.19458, 3.06401, -2.76425], [1.46829, 2.13199, -3.57605], [-0.77376, 1.43673, -5.93158], [0.92780, 1.48070, -5.48102], [-0.74009, -0.83963, -5.94357], [-0.31466, -0.78463, -4.22052], [0.49215, -2.81855, -5.84909], [1.37202, -2.08908, -7.23934], [3.40315, -1.12940, -7.02570], [4.87276, -2.07600, -6.75793], [4.26636, -0.95720, -5.50256], [3.98461, -4.76504, -4.21702], [4.66788, -4.78089, -5.82702], [6.19117, -2.92575, -5.27987], [6.30100, -4.23393, -4.14291], [4.60408, -1.83516, -3.34794], [5.34763, -3.08475, -2.34136], [4.79327, 0.12421, -2.66863], [4.93712, -0.11084, -0.93021], [4.89346, 2.36258, -2.15122], [6.63422, 2.09359, -2.04117], [5.59910, 2.09390, -0.56923], [5.70843, 0.39676, -4.60851], [7.23646, 1.19610, -4.25493], [6.05141, 0.66188, -6.85461], [7.61499, 1.45000, -6.54312], [7.49661, -0.32250, -6.72398], [-2.68794, -1.58981, 1.00315], [-2.38072, -1.00413, 2.02682], [-1.29396, -1.10349, 2.56768], [-3.39860, -0.15006, 2.65276], [-4.63826, -0.04554, 2.04470], [-5.61086, 0.72882, 2.65701], [-5.33711, 1.36495, 3.86118], [-4.08766, 1.24132, 4.45439], [-3.10005, 0.48489, 3.84469], [-4.83891, -0.56324, 1.11744], [-6.58830, 0.81806, 2.20171], [-6.10622, 1.94779, 4.35241], [-3.89099, 1.72283, 5.39996], [-2.12670, 0.36501, 4.29816], [6.16577, 5.35974, 2.46024], [6.69826, 4.69488, 1.59452], [6.24646, 4.51963, 0.47768], [7.97530, 4.03204, 1.92127], [8.49816, 4.18060, 3.19311], [9.68641, 3.53495, 3.49859], [10.32680, 2.75984, 2.53968], [9.78454, 2.62888, 1.26707], [8.59701, 3.26914, 0.94840], [7.98506, 4.78527, 3.92643], [10.11040, 3.63513, 4.48868], [11.25143, 2.25388, 2.78551], [10.28411, 2.02496, 0.52138], [8.15885, 3.17592, -0.03449], [-4.24913, 3.20875, 6.85214], [-4.36639, 4.41708, 6.98512], [-5.42192, 5.01108, 6.93168], [-3.14005, 5.19821, 7.21843], [-1.92355, 4.53922, 7.24733], [-0.77330, 5.28471, 7.45325], [-0.85625, 6.66062, 7.62720], [-2.09010, 7.29890, 7.59926], [-3.24838, 6.56647, 7.39218], [-1.87684, 3.46889, 7.11068], [0.18811, 4.78961, 7.47553], [0.04533, 7.23848, 7.78396], [-2.15191, 8.37003, 7.73651], [-4.21600, 7.04573, 7.36474], [-9.38712, -5.91039, 2.55648], [-8.77946, -5.15627, 3.29261], [-9.18951, -4.76027, 4.36684], [-7.45290, -4.68670, 2.84962], [-6.97986, -5.09690, 1.61568], [-5.73708, -4.64363, 1.19865], [-4.99366, -3.79891, 2.01332], [-5.48804, -3.40719, 3.25379], [-6.72958, -3.84960, 3.68116], [-7.57231, -5.75402, 0.99622], [-5.34942, -4.95124, 0.23642], [-4.02281, -3.44512, 1.69324], [-4.90993, -2.75387, 3.89537], [-7.12426, -3.55388, 4.64228], [-5.17555, -1.07462, 6.04694], [-5.18354, -1.84499, 6.98922], [-5.30885, -3.05034, 6.89531], [-5.02932, -1.26597, 8.33603], [-4.92617, 0.10864, 8.45799], [-4.79278, 0.64967, 9.72703], [-4.76305, -0.18095, 10.84058], [-4.86440, -1.55875, 10.69111], [-5.00047, -2.11407, 9.42819], [-4.95385, 0.74293, 7.58370], [-4.71553, 1.72262, 9.84373], [-4.66261, 0.24709, 11.82972], [-4.83965, -2.20367, 11.55922], [-5.08234, -3.18254, 9.29194], [-8.89184, -1.31691, -3.37627], [-8.19852, -0.65660, -2.62656], [-8.62040, -0.00846, -1.68695], [-6.74616, -0.63127, -2.87937], [-6.24834, -1.30060, -3.98490], [-4.88989, -1.21481, -4.25060], [-4.05299, -0.48910, -3.40877], [-4.57191, 0.14572, -2.28716], [-5.93160, 0.08446, -2.01987], [-6.91243, -1.84973, -4.63620], [-4.49528, -1.71149, -5.12641], [-2.99555, -0.41019, -3.62738], [-3.91535, 0.70202, -1.63052], [-6.35750, 0.58815, -1.16392], [-2.79934, -0.19263, -6.29655], [-3.64213, -0.33182, -7.16689], [-4.04229, -1.40774, -7.56470], [-4.21557, 0.88531, -7.76032], [-3.77123, 2.11706, -7.31238], [-4.31231, 3.25960, -7.88032], [-5.27909, 3.15456, -8.87274], [-5.71443, 1.90623, -9.30003], [-5.18164, 0.75486, -8.74209], [-3.02596, 2.18055, -6.53258], [-3.97940, 4.23262, -7.54497], [-5.69720, 4.05019, -9.31375], [-6.47091, 1.82742, -10.06911], [-5.50835, -0.22412, -9.06076], [4.64292, -0.82501, 5.45250], [4.84474, -1.93033, 4.98592], [4.54338, -2.97615, 5.52722], [5.51749, -2.00625, 3.67488], [5.90040, -0.83013, 3.05459], [6.56092, -0.91031, 1.83858], [6.82707, -2.14806, 1.26411], [6.41956, -3.31400, 1.90011], [5.75752, -3.24932, 3.11719], [5.69321, 0.12295, 3.51885], [6.88345, -0.00379, 1.34140], [7.35934, -2.19201, 0.32033], [6.62638, -4.27699, 1.45262], [5.44056, -4.14573, 3.62981]]
}

=====

The following frontier orbital gap values (in hartree) correspond, in order, to the records above: 0.228; 0.281.
The following HOMO level values (in eV) correspond, in order, to the records above: -9.63; -8.61.